No. 1
C9H9N2 | ωB97M-V/def2-TZVPD

```
! RIJCOSX wB97M-V def2-TZVPD def2/J DEFGRID3
* xyz 1 1
C -4.84 0.57 -1.10
C -3.82 0.44 -0.44
C -2.66 0.30 0.21
C 1.05 0.14 -1.36
C 0.79 1.20 -0.60
C 0.63 -1.61 0.45
C 0.86 -1.35 -0.95
C 0.33 1.24 0.89
C -0.53 0.07 1.46
N 0.94 -2.47 1.21
N -1.73 0.16 0.93
H -5.75 0.94 -1.44
H 1.37 0.22 -2.36
H 0.86 2.17 -0.95
H 0.11 -1.49 -1.69
H 1.72 -2.14 -1.30
H 1.16 1.39 1.56
H -0.29 2.16 1.05
H -0.41 -0.28 2.39
H 0.81 -2.69 2.20
*
```

Output
F_max = 5.79 eV/A
HOMO (spin up / spin down) = -12.0 / -12.0 eV
molar mass = 145.19 Da
energy above the lowest of the compared OMol25 structures with the same formula, charge and spin = 8.3310 eV

No. 2
C18H18LiO2 | ωB97M-V/def2-TZVPD

```
! RIJCOSX wB97M-V def2-TZVPD def2/J DEFGRID3
* xyz 1 1
C 3.93 -1.16 3.02
O 3.22 0.10 3.00
C 1.87 0.10 2.98
C 1.23 1.37 2.96
C -0.14 1.44 2.90
C -0.92 0.26 2.83
C -2.33 0.40 2.73
O -3.10 -0.65 2.70
C -4.52 -0.46 2.91
C -0.29 -1.01 2.92
C 1.09 -1.09 2.98
H 4.98 -0.86 3.03
H 3.70 -1.74 3.93
H 3.72 -1.76 2.13
H 1.86 2.25 2.96
H -0.66 2.39 2.89
H -2.80 1.39 2.78
H -4.93 -1.47 2.92
H -4.71 0.05 3.86
H -4.94 0.13 2.08
H -0.89 -1.91 2.94
H 1.59 -2.06 3.01
C -2.32 2.74 -1.51
Li -4.20 0.31 -3.08
C -1.43 1.84 -0.89
C -2.17 0.72 -0.45
C -3.53 0.86 -0.89
C -3.63 2.14 -1.57
C -4.83 2.47 -2.22
C -5.87 1.56 -2.22
C -5.78 0.33 -1.54
C -4.62 -0.02 -0.86
H -2.09 3.71 -1.94
H -0.36 1.98 -0.77
H -1.80 -0.16 0.07
H -4.91 3.45 -2.68
H -6.80 1.81 -2.73
H -6.62 -0.35 -1.53
H -4.51 -0.94 -0.28
*
```

Output
F_max = 1.45 eV/A
HOMO = -9.2 eV
molar mass = 273.28 Da

No. 3
C2H6Br2N | ωB97M-V/def2-TZVPD

```
! RIJCOSX wB97M-V def2-TZVPD def2/J DEFGRID3
* xyz 1 1
C -1.66 -0.73 0.46
C 0.22 0.95 -0.26
N 1.33 -0.03 -0.19
Br -0.63 -1.97 1.31
Br -0.32 1.79 -2.01
H -2.12 -1.08 -0.38
H -2.11 0.17 0.84
H 0.33 1.67 0.62
H 1.21 -0.63 0.59
H 1.52 -0.61 -1.03
H 2.20 0.48 0.04
*
```

Output
F_max = 2.99 eV/A
HOMO (spin up / spin down) = -13.0 / -13.5 eV
molar mass = 203.89 Da
energy above the lowest of the compared OMol25 structures with the same formula, charge and spin = 3.3743 eV

No. 4
C18H24As2IrN3S2 | ωB97M-V/def2-TZVPD

```
! RIJCOSX wB97M-V def2-TZVPD def2/J DEFGRID3
* xyz 2 5
Ir 0.92 0.74 0.46
C -3.18 3.74 2.13
S -1.54 3.93 2.85
C -0.62 2.70 2.16
S -0.92 2.03 0.54
N 0.44 2.34 2.91
N 1.19 1.47 2.33
C 2.35 1.02 3.00
C 3.12 0.11 2.28
C 4.33 -0.42 2.76
C 5.02 -1.35 2.02
C 4.50 -1.76 0.79
C 3.31 -1.21 0.34
N 2.63 -0.29 1.04
H -3.73 4.65 2.39
H -3.65 2.88 2.60
H -3.14 3.63 1.05
H 2.59 1.37 3.99
H 4.70 -0.08 3.72
H 5.95 -1.76 2.38
H 5.01 -2.49 0.18
H 2.88 -1.50 -0.61
C 1.44 -0.89 -2.97
As 0.51 0.46 -1.95
C 0.72 2.06 -2.99
C -1.34 -0.05 -2.09
C -2.11 0.30 -3.19
C -3.43 -0.12 -3.28
C -3.98 -0.90 -2.27
C -3.21 -1.24 -1.16
C -1.89 -0.81 -1.06
As -0.81 -1.30 0.47
C -0.54 -3.19 0.14
C -2.03 -1.28 1.97
H 1.04 -0.90 -3.98
H 1.28 -1.86 -2.52
H 2.50 -0.66 -3.01
H 0.42 1.87 -4.02
H 1.77 2.35 -2.98
H 0.12 2.86 -2.56
H -1.69 0.89 -4.00
H -4.02 0.15 -4.14
H -5.00 -1.24 -2.34
H -3.65 -1.85 -0.38
H -1.52 -3.63 -0.02
H -0.05 -3.66 0.99
H 0.07 -3.33 -0.75
H -2.87 -1.94 1.78
H -2.39 -0.26 2.13
H -1.50 -1.62 2.85
*
```

Output
F_max = 0.91 eV/A
HOMO (spin up / spin down) = -12.6 / -15.0 eV
<S²> = 6.042
molar mass = 688.61 Da

No. 5
C4H7NOS | ωB97M-V/def2-TZVPD

```
! RIJCOSX wB97M-V def2-TZVPD def2/J DEFGRID3
* xyz 0 1
C 0.08 0.34 -0.99
C 0.08 -0.04 0.30
C 1.36 0.30 1.03
C -0.94 -0.84 1.05
N -0.86 0.30 -2.00
O -1.94 -0.30 -1.84
S -0.39 1.04 -3.36
H 1.00 0.87 -1.19
H 1.97 -0.56 1.40
H 0.94 1.03 1.65
H 2.07 0.78 0.31
H -0.23 -1.50 1.58
H -1.43 -0.10 1.77
H -1.70 -1.32 0.30
*
```

Output
F_max = 2.84 eV/A
HOMO = -9.1 eV
molar mass = 117.17 Da
SMILES = CC(C)=C[N+]([O-])=S
energy above the lowest of the compared OMol25 structures with the same formula, charge and spin = 4.1225 eV

No. 6
C3H7N3O | ωB97M-V/def2-TZVPD

```
! RIJCOSX wB97M-V def2-TZVPD def2/J DEFGRID3
* xyz 2 1
C 1.66 -0.60 0.28
C 3.04 -0.36 0.11
C -1.64 1.06 -0.41
N 0.47 -0.59 0.27
N -0.70 -0.92 0.35
N -1.78 -0.24 0.07
O -3.03 -0.55 0.43
H 3.31 0.76 -0.02
H 3.58 -0.81 -0.77
H 3.83 -0.75 0.89
H -1.95 1.86 0.39
H -2.54 1.38 -0.97
H -0.73 1.17 -1.10
H -3.51 -1.41 0.49
*
```

Output
F_max = 9.41 eV/A
HOMO = -20.9 eV
molar mass = 101.11 Da
SMILES = CC#[N+]/N=[N+](\C)O
energy above the lowest of the compared OMol25 structures with the same formula, charge and spin = 8.5237 eV

No. 7
C30H18N7O7Rh | ωB97M-V/def2-TZVPD

```
! RIJCOSX wB97M-V def2-TZVPD def2/J DEFGRID3
* xyz 0 1
Rh -0.35 -0.62 -0.28
N -1.71 8.48 4.35
C -1.54 7.47 3.84
C -1.33 6.20 3.18
C -0.64 6.15 1.97
C -0.45 4.94 1.34
C -0.93 3.76 1.91
C -1.61 3.82 3.13
C -1.82 5.03 3.76
C -0.73 2.45 1.24
C -0.03 1.47 1.95
C 0.64 1.60 3.19
C 1.25 0.39 3.46
C 0.94 -0.46 2.38
N 0.19 0.18 1.48
C -1.24 2.30 -0.04
C -2.03 3.22 -0.79
C -2.32 2.64 -1.99
C -1.72 1.36 -1.97
N -1.09 1.16 -0.82
H -0.26 7.06 1.53
H 0.09 4.89 0.41
H -2.00 2.91 3.57
H -2.36 5.08 4.70
H 0.67 2.49 3.80
H 1.83 0.12 4.33
H 1.21 -1.50 2.23
H -2.36 4.19 -0.44
H -2.90 3.05 -2.80
H -1.72 0.59 -2.73
O -1.19 -3.10 -3.40
C -1.10 -2.76 -2.24
O -1.13 -1.49 -1.90
C -0.98 -3.80 -1.17
C -1.47 -5.06 -1.49
C -1.44 -6.08 -0.56
C -0.91 -5.89 0.70
C -0.38 -4.65 1.00
C -0.41 -3.56 0.10
O 0.08 -2.42 0.48
N 0.21 -4.51 2.34
O 1.16 -3.76 2.47
O -0.36 -5.06 3.26
N -1.97 -7.40 -0.91
O -2.45 -7.54 -2.02
O -1.89 -8.28 -0.07
H -1.87 -5.23 -2.48
H -0.90 -6.68 1.43
N 3.36 0.78 -1.14
C 2.24 0.61 -0.43
N 1.36 -0.11 -1.09
C 1.92 -0.41 -2.34
C 1.44 -1.09 -3.46
C 2.28 -1.20 -4.55
C 3.58 -0.66 -4.54
C 4.06 0.03 -3.45
C 3.20 0.14 -2.36
H 4.17 1.29 -0.83
H 2.11 1.01 0.56
H 0.44 -1.49 -3.51
H 1.93 -1.72 -5.43
H 4.20 -0.77 -5.42
H 5.05 0.47 -3.44
*
```

Output
F_max = 1.17 eV/A
HOMO = -8.5 eV
molar mass = 691.42 Da
energy above the lowest of the compared OMol25 structures with the same formula, charge and spin = 0.4637 eV

No. 8
C20H50N2OPPbSSi | ωB97M-V/def2-TZVPD

```
! RIJCOSX wB97M-V def2-TZVPD def2/J DEFGRID3
* xyz 3 1
Pb -0.29 -0.01 0.26
C 1.70 -2.37 1.15
C 2.78 -1.27 0.94
C 4.12 -1.91 0.49
P 2.33 0.20 -0.08
C 2.64 0.21 -1.90
C 1.71 -0.84 -2.54
C 4.07 -0.07 -2.34
C 2.87 1.65 0.86
C 2.53 2.94 0.09
C 4.41 1.52 1.09
H 2.22 -3.20 1.67
H 1.28 -2.65 0.19
H 0.90 -2.04 1.75
H 2.93 -0.83 1.94
H 4.02 -2.24 -0.50
H 4.27 -2.85 1.09
H 4.94 -1.20 0.53
H 2.43 1.26 -2.18
H 1.99 -1.84 -2.22
H 1.91 -0.72 -3.59
H 0.67 -0.75 -2.21
H 4.16 -1.16 -2.27
H 4.81 0.45 -1.66
H 4.31 0.29 -3.33
H 2.42 1.72 1.84
H 2.78 2.79 -0.99
H 3.20 3.78 0.39
H 1.51 3.29 0.23
H 4.92 1.55 0.13
H 4.75 0.56 1.67
H 4.76 2.39 1.60
C -4.05 0.65 4.03
N -2.79 1.06 3.34
C -1.68 0.34 3.39
S -0.25 1.02 2.61
N -1.70 -0.81 4.00
C -0.45 -1.54 4.34
H -4.74 1.50 3.94
H -3.86 0.36 5.07
H -4.52 -0.17 3.47
H -2.69 1.95 2.86
H -2.57 -1.04 4.50
H 0.32 -1.12 3.74
H -0.69 -2.59 4.12
H -0.23 -1.42 5.43
C -2.35 -1.06 -3.07
Si -2.21 -2.32 -1.77
C -3.82 -3.21 -1.46
C -0.76 -3.40 -1.96
C -2.07 -1.53 0.07
H -2.43 -1.65 -4.03
H -1.57 -0.33 -3.19
H -3.28 -0.52 -3.10
H -4.00 -3.99 -2.22
H -4.57 -2.45 -1.52
H -3.91 -3.67 -0.46
H -0.73 -3.78 -3.04
H -0.79 -4.28 -1.36
H 0.19 -2.84 -1.79
H -1.74 -2.24 0.82
H -2.82 -0.83 0.44
C -0.62 3.82 -2.12
C -0.72 2.31 -2.22
O -1.23 1.74 -0.96
C -2.65 1.83 -0.92
C -3.20 2.82 0.15
H -0.05 4.12 -2.99
H -0.10 4.23 -1.22
H -1.57 4.29 -2.25
H 0.26 1.86 -2.36
H -1.30 1.96 -3.07
H -2.99 0.82 -0.64
H -3.10 2.10 -1.82
H -2.59 2.89 0.99
H -4.24 2.59 0.37
H -3.19 3.86 -0.23
*
```

Output
F_max = 3.77 eV/A
HOMO = -18.1 eV
molar mass = 632.96 Da

No. 9
C6H12N3OS | ωB97M-V/def2-TZVPD

```
! RIJCOSX wB97M-V def2-TZVPD def2/J DEFGRID3
* xyz 1 1
C 1.08 -1.74 -0.21
C 2.31 -1.09 -0.14
C -0.30 0.18 -0.86
C 3.53 -1.94 -0.05
C -3.86 1.19 -0.20
C -2.60 0.37 0.06
N 2.32 0.24 -0.03
N -0.11 -0.98 -0.24
N 2.52 2.66 0.05
O -1.45 0.70 -0.74
S 3.36 1.33 -0.30
H 1.01 -2.89 0.01
H 4.30 -1.39 -0.40
H 3.78 -2.28 1.04
H 3.42 -2.81 -0.75
H -3.79 1.60 -1.22
H -4.78 0.68 -0.29
H -4.08 2.17 0.36
H -2.88 -0.73 0.16
H -2.10 0.76 1.04
H -0.86 -1.63 -0.19
H 1.76 2.41 0.76
H 2.92 3.51 0.09
*
```

Output
F_max = 5.99 eV/A
HOMO (spin up / spin down) = -12.0 / -11.9 eV
molar mass = 174.25 Da
energy above the lowest of the compared OMol25 structures with the same formula, charge and spin = 5.2007 eV

No. 10
C6H10O | ωB97M-V/def2-TZVPD

```
! RIJCOSX wB97M-V def2-TZVPD def2/J DEFGRID3
* xyz 0 1
C 1.73 -0.62 -0.20
C 0.73 0.32 0.44
C 0.02 1.38 -0.44
C -1.32 0.97 0.17
O -2.04 0.00 -0.64
C -1.60 -1.05 0.11
C -0.66 -0.19 0.96
H 2.03 -1.42 0.48
H 2.63 -0.05 -0.49
H 1.32 -1.08 -1.11
H 1.20 0.82 1.30
H 0.32 2.41 -0.25
H 0.07 1.19 -1.52
H -2.00 1.71 0.58
H -0.43 -1.97 -0.94
H -1.26 -2.08 -0.49
H -0.75 -0.34 2.04
*
```

Output
F_max = 0.34 eV/A
HOMO = -7.8 eV
molar mass = 98.14 Da
energy above the lowest of the compared OMol25 structures with the same formula, charge and spin = 5.5219 eV

No. 11
C5H18N2O2 | ωB97M-V/def2-TZVPD

```
! RIJCOSX wB97M-V def2-TZVPD def2/J DEFGRID3
* xyz 0 1
C -0.94 -1.08 1.30
N -1.84 -0.03 0.74
C -1.44 1.17 1.37
C -0.29 -2.05 0.30
C 1.23 -1.97 0.18
C 1.60 -0.69 -0.68
N 2.69 0.25 -0.20
H -1.57 -1.61 2.04
H -0.16 -0.69 2.02
H -1.72 0.17 -0.27
H -1.17 0.98 2.42
H -2.34 1.82 1.48
H -0.68 1.76 0.83
H -0.77 -2.14 -0.77
H -0.54 -3.15 0.59
H 1.72 -2.79 -0.36
H 1.76 -2.21 1.07
H 2.11 -1.29 -1.56
H 0.71 0.09 -0.88
H 2.65 0.59 0.75
H 3.60 -0.12 -0.35
H 0.53 2.44 -0.66
H 1.12 2.56 -2.01
O 0.38 2.91 -1.45
H -3.01 1.55 -1.86
H -1.55 2.18 -2.06
O -2.07 1.33 -1.99
*
```

Output
F_max = 3.98 eV/A
HOMO = -8.6 eV
molar mass = 138.21 Da
SMILES = CNCCCCN.O.O
energy above the lowest of the compared OMol25 structures with the same formula, charge and spin = 2.4213 eV

No. 12
CH12O7 | ωB97M-V/def2-TZVPD

```
! RIJCOSX wB97M-V def2-TZVPD def2/J DEFGRID3
* xyz 0 1
H 1.29 0.93 -2.34
O 2.44 0.22 -2.43
O 0.24 1.15 -2.28
H 2.99 0.37 -1.64
H 2.03 -0.62 -2.14
C -0.36 0.07 -1.89
H -1.45 0.14 -1.94
O 0.24 -0.94 -1.52
O -1.32 -2.34 0.32
H -1.47 -3.23 -0.03
H -0.45 -2.18 -0.10
O 1.65 0.12 3.24
H 2.29 -0.60 3.27
H 1.00 -0.29 3.84
O 0.04 2.06 3.30
H -0.41 1.28 2.96
H 0.86 1.90 2.87
O -3.00 -0.15 0.03
H -3.71 -0.03 0.67
H -2.24 -0.61 0.41
*
```

Output
F_max = 1.91 eV/A
HOMO = -10.8 eV
molar mass = 136.10 Da
SMILES = O=CO.O.O.O.O.O
energy above the lowest of the compared OMol25 structures with the same formula, charge and spin = 0.7054 eV

No. 13
C6H9P | ωB97M-V/def2-TZVPD

```
! RIJCOSX wB97M-V def2-TZVPD def2/J DEFGRID3
* xyz 0 1
C 0.56 1.44 -0.45
C 0.04 1.24 0.76
C 0.89 -1.03 -0.67
C 0.13 -1.22 0.64
C 0.47 0.21 -1.29
C -0.78 -0.05 0.93
P -2.17 -0.11 -0.46
H 1.19 2.39 -0.69
H -0.12 2.09 1.48
H 1.95 -1.01 -0.27
H 0.62 -1.91 -1.32
H -0.50 -2.12 0.43
H 0.82 -1.47 1.56
H 0.40 0.34 -2.31
H -1.30 -0.12 1.85
H -2.22 1.32 -0.19
*
```

Output
F_max = 2.89 eV/A
HOMO (spin up / spin down) = -7.6 / -7.8 eV
molar mass = 112.11 Da
energy above the lowest of the compared OMol25 structures with the same formula, charge and spin = 3.2066 eV

No. 14
C16H22BrN3O3S | ωB97M-V/def2-TZVPD

```
! RIJCOSX wB97M-V def2-TZVPD def2/J DEFGRID3
* xyz 0 1
O -1.28 -1.53 -2.97
C -1.23 -1.17 -1.81
N -0.06 -0.90 -1.18
C 0.11 -0.49 0.20
H -0.85 -0.49 0.71
C 0.73 0.92 0.24
N 1.95 0.98 -0.54
S 3.38 0.69 0.24
O 4.41 1.00 -0.69
O 3.30 1.39 1.48
N 3.38 -0.98 0.54
C 3.33 -1.34 1.95
C 4.68 -1.19 2.63
C 5.73 -2.02 1.89
C 5.77 -1.59 0.43
C 4.38 -1.73 -0.19
H 4.39 -1.35 -1.21
H 4.07 -2.78 -0.20
H 6.48 -2.21 -0.13
H 6.08 -0.55 0.35
H 6.71 -1.87 2.35
H 5.48 -3.08 1.96
H 4.60 -1.51 3.67
H 4.96 -0.14 2.62
H 2.60 -0.68 2.42
H 2.98 -2.37 2.01
C 1.81 0.48 -1.89
H 2.80 0.48 -2.33
C 1.19 -0.92 -1.92
H 0.96 -1.23 -2.94
H 1.86 -1.64 -1.45
H 1.17 1.18 -2.45
H 1.00 1.20 1.25
H 0.03 1.65 -0.17
H 0.79 -1.19 0.69
C -2.48 -1.01 -1.00
C -2.92 0.26 -0.64
C -4.13 0.39 0.03
C -4.90 -0.72 0.34
C -4.46 -1.97 -0.03
C -3.26 -2.12 -0.71
H -2.92 -3.10 -1.01
H -5.06 -2.84 0.20
H -5.84 -0.60 0.86
Br -4.73 2.12 0.54
H -2.34 1.14 -0.88
*
```

Output
F_max = 0.99 eV/A
HOMO = -8.9 eV
molar mass = 416.34 Da
SMILES = O=C(c1cccc(Br)c1)N1CCN(S(=O)(=O)N2CCCCC2)CC1
energy above the lowest of the compared OMol25 structures with the same formula, charge and spin = 0.1521 eV

No. 15
C6H16 | ωB97M-V/def2-TZVPD

```
! RIJCOSX wB97M-V def2-TZVPD def2/J DEFGRID3
* xyz 0 1
C 0.39 -0.72 -2.87
C -0.89 -0.61 -3.70
H 0.32 -1.42 -2.04
H 1.20 -1.04 -3.52
H 0.67 0.23 -2.43
H -0.99 -1.45 -4.38
H -0.85 0.29 -4.32
H -1.79 -0.48 -3.11
C -0.21 0.53 1.78
C 0.35 1.34 2.95
C 0.80 0.57 0.62
C -0.57 -0.91 2.15
H -1.12 1.01 1.43
H -0.27 1.25 3.84
H 0.73 1.55 0.13
H 1.81 0.43 0.96
H 0.58 -0.15 -0.17
H -1.51 -1.21 1.68
H 0.21 -1.63 1.93
H -0.63 -1.04 3.24
H 0.37 2.39 2.70
H 1.39 1.06 3.15
*
```

Output
F_max = 0.95 eV/A
HOMO = -11.2 eV
molar mass = 88.19 Da
SMILES = CC(C)C.CC
energy above the lowest of the compared OMol25 structures with the same formula, charge and spin = 0.3140 eV

No. 16
C3H23NO9S2 | ωB97M-V/def2-TZVPD

```
! RIJCOSX wB97M-V def2-TZVPD def2/J DEFGRID3
* xyz 0 1
S 0.35 0.61 3.70
S 1.64 -0.18 2.38
C 0.93 0.11 0.72
C 2.02 -0.08 -0.32
N 1.43 -0.02 -1.65
C 1.23 -1.12 -2.40
O 0.54 -1.10 -3.41
H -0.57 -0.36 3.87
H 0.07 -0.55 0.58
H 0.51 1.12 0.69
H 2.53 -1.04 -0.22
H 2.77 0.70 -0.26
H 0.98 0.85 -1.92
H 1.70 -2.05 -2.07
H -2.07 0.09 -2.52
H -3.35 -0.73 -2.18
O -2.52 -0.44 -1.78
H -0.33 2.73 -1.24
H 0.31 3.48 -2.49
O 0.12 2.61 -2.12
H -0.80 1.58 -3.20
H -0.54 0.17 -3.72
O -1.26 0.83 -3.63
H -2.64 0.42 -0.11
H -2.35 0.05 1.41
O -2.55 0.80 0.79
H -1.23 -1.52 -1.38
H -0.68 -2.97 -1.77
O -0.60 -2.25 -1.15
H -1.58 2.16 0.54
H -1.62 3.69 0.58
O -1.04 2.97 0.32
H 0.80 -2.63 0.12
H 2.02 -2.40 1.05
O 1.21 -2.93 0.95
H -1.78 -2.02 1.14
H -1.33 -1.91 2.59
O -2.01 -1.59 1.98
*
```

Output
F_max = 1.07 eV/A
HOMO = -9.2 eV
molar mass = 281.35 Da
SMILES = O=CNCCSS.O.O.O.O.O.O.O.O
energy above the lowest of the compared OMol25 structures with the same formula, charge and spin = 0.0000 eV